{
  "formula": "C41H89N5O19",
  "method": "wB97M-V/def2-TZVPD",
  "elements": ["O", "C", "C", "C", "O", "C", "O", "C", "C", "O", "H", "H", "H", "H", "C", "N", "C", "C", "O", "H", "H", "H", "H", "H", "H", "H", "C", "N", "C", "C", "O", "H", "H", "H", "H", "H", "H", "H", "C", "N", "C", "C", "O", "H", "H", "H", "H", "H", "H", "H", "C", "N", "C", "C", "O", "H", "H", "H", "H", "H", "H", "H", "C", "N", "C", "C", "O", "H", "H", "H", "H", "H", "H", "H", "C", "O", "C", "C", "O", "C", "H", "H", "H", "H", "H", "H", "H", "H", "H", "H", "C", "O", "C", "C", "O", "C", "H", "H", "H", "H", "H", "H", "H", "H", "H", "H", "C", "O", "C", "C", "O", "C", "H", "H", "H", "H", "H", "H", "H", "H", "H", "H", "C", "O", "C", "C", "O", "C", "H", "H", "H", "H", "H", "H", "H", "H", "H", "H", "C", "O", "C", "C", "O", "C", "H", "H", "H", "H", "H", "H", "H", "H", "H", "H"],
  "positions_angstrom": [[1.33446, -1.42011, -1.02998], [0.83558, -0.29151, -1.00672], [-0.08268, 0.11767, -1.99904], [-0.69700, 1.27835, -2.06431], [-1.52164, 1.48408, -3.13449], [-0.31290, 2.38743, -1.17842], [-0.65424, 3.54766, -1.36527], [0.49168, 2.04598, -0.01606], [1.02036, 0.78264, 0.03497], [1.71838, 0.49440, 1.13276], [-0.47419, -0.63873, -2.66310], [-1.77844, 2.38314, -3.35209], [0.61060, 2.74051, 0.80241], [2.15156, -0.34488, 0.96087], [3.67670, -4.55370, -1.34122], [4.84225, -3.94357, -1.99129], [6.25190, -4.39762, -1.85342], [4.57274, -2.81210, -2.68807], [5.30951, -2.30600, -3.51283], [2.71962, -4.56812, -1.86267], [3.61459, -4.01239, -0.39717], [3.97367, -5.59899, -1.25600], [7.00177, -3.86156, -2.43518], [6.50758, -4.23341, -0.80663], [6.39652, -5.45833, -2.05853], [3.57718, -2.37017, -2.52760], [-1.55236, -2.82892, -6.88856], [-0.57389, -1.82972, -6.50503], [-1.01216, -0.44084, -6.38714], [0.60321, -2.22706, -6.02685], [1.44461, -1.46658, -5.45979], [-1.95784, -3.27590, -5.98087], [-1.12282, -3.50149, -7.63101], [-2.32245, -2.30135, -7.45137], [-0.56199, 0.08071, -7.23179], [-2.09639, -0.33092, -6.40892], [-0.64844, -0.00828, -5.45510], [0.81469, -3.28271, -6.25724], [6.74312, -2.81489, 2.20021], [5.63832, -1.91483, 2.07207], [5.27876, -1.06485, 3.20817], [4.80399, -1.90652, 0.94509], [3.73191, -1.30065, 0.75505], [7.23244, -3.01859, 1.24776], [6.53826, -3.77306, 2.67774], [7.63369, -2.45545, 2.71576], [4.63870, -0.21102, 2.98594], [4.81450, -1.60170, 4.03543], [6.15748, -0.59349, 3.64835], [5.18521, -2.52050, 0.11450], [0.63822, 4.08514, 3.91639], [0.33663, 4.52204, 5.25676], [-1.06261, 4.85437, 5.58079], [1.33302, 4.67776, 6.11860], [1.40535, 5.33121, 7.18110], [-0.17004, 4.52097, 3.32913], [0.50859, 3.02563, 3.69566], [1.60827, 4.45128, 3.58015], [-1.63719, 3.92835, 5.55925], [-1.17626, 5.19407, 6.61025], [-1.38086, 5.75060, 5.04827], [2.25984, 4.22476, 5.73390], [5.74324, 1.80434, 0.95629], [5.20462, 3.01481, 1.42923], [6.15482, 4.17545, 1.59617], [3.87572, 3.13070, 1.60327], [3.39435, 4.08556, 2.16299], [5.07255, 0.94811, 0.88451], [6.62744, 1.48000, 1.50501], [6.19057, 2.02885, -0.01201], [6.84710, 3.85751, 2.37576], [6.65586, 4.39768, 0.65401], [5.56490, 5.03249, 1.92112], [3.39199, 2.16038, 1.41177], [-5.77256, -2.09155, -1.22574], [-5.81087, -1.00233, -0.28365], [-5.21111, 0.16023, -0.71194], [-3.61931, 0.18134, -0.85229], [-2.93315, 0.15705, 0.42946], [-2.96608, -1.14002, 1.04746], [-6.11220, -3.06558, -0.87360], [-4.77145, -2.33622, -1.58075], [-6.32925, -1.85091, -2.13143], [-5.67524, 0.98112, -0.16529], [-5.59887, 0.31041, -1.71951], [-3.24446, 1.10013, -1.30330], [-3.30612, -0.65961, -1.47101], [-2.42202, -1.11597, 1.99167], [-2.48818, -1.94755, 0.49283], [-3.96614, -1.51239, 1.26957], [-2.93569, 6.84240, 0.85087], [-3.45778, 5.54924, 1.18254], [-2.53244, 4.72214, 1.86059], [-3.01172, 3.31775, 2.15839], [-2.27010, 2.89303, 3.32221], [-2.69781, 1.56160, 3.64321], [-1.84641, 6.81333, 0.82397], [-3.08775, 7.54402, 1.67105], [-3.28828, 7.27136, -0.08710], [-2.39592, 5.18918, 2.83595], [-1.54222, 4.68860, 1.40626], [-2.82067, 2.55186, 1.40672], [-4.06174, 3.40880, 2.43635], [-3.59438, 1.47277, 4.25672], [-1.96918, 1.12257, 4.32472], [-2.78760, 0.97668, 2.72785], [-5.12731, 4.65017, -5.37076], [-4.05821, 3.77425, -5.62978], [-2.75502, 4.31229, -5.25614], [-2.56588, 4.58518, -3.76742], [-3.05380, 3.56385, -2.93255], [-3.90929, 3.96136, -1.87026], [-4.98498, 5.64257, -5.79851], [-5.41128, 4.73996, -4.32223], [-5.96044, 4.18636, -5.89885], [-2.50627, 5.15371, -5.90285], [-2.10272, 3.55672, -5.69399], [-3.03145, 5.55857, -3.61292], [-1.52940, 4.76166, -3.47995], [-4.37115, 3.06185, -1.46323], [-4.53607, 4.80500, -2.15925], [-3.25459, 4.22942, -1.04104], [0.26978, -6.05086, 6.39224], [0.56331, -4.69599, 5.88325], [-0.27580, -4.40284, 4.81682], [-0.20955, -2.86398, 4.45802], [1.20198, -2.41066, 4.45417], [1.94748, -2.63271, 3.24236], [0.78218, -6.10922, 7.35252], [0.66623, -6.81046, 5.71849], [-0.77952, -6.21289, 6.63883], [-1.32074, -4.63051, 5.02744], [0.04030, -5.10641, 4.04665], [-0.73360, -2.20478, 5.15007], [-0.63374, -2.67996, 3.47095], [1.49363, -2.14934, 2.37722], [2.04875, -3.71054, 3.11533], [2.97505, -2.30747, 3.40490], [-3.25452, -5.40370, -2.66203], [-2.86730, -4.05380, -2.18608], [-1.55060, -3.66934, -2.58839], [-0.38191, -4.58752, -2.11361], [-0.56227, -4.99831, -0.71481], [-0.19649, -3.89295, 0.10052], [-3.57376, -5.33862, -3.70220], [-4.13154, -5.85013, -2.19336], [-2.42841, -6.10893, -2.57109], [-1.53665, -2.67674, -2.13823], [-1.45978, -3.44194, -3.65054], [0.54582, -4.05959, -2.33433], [-0.44239, -5.43902, -2.79139], [-0.61979, -4.05014, 1.09259], [-0.65042, -2.92872, -0.12819], [0.87664, -3.70240, 0.08714]],
  "forces_ev_per_angstrom": [[-0.121, 1.595, 0.943], [0.138, -0.646, -0.038], [-1.325, -1.691, -0.961], [-0.607, 1.511, -2.571], [0.971, -1.485, 0.717], [0.120, 1.735, 1.391], [-0.215, -0.458, -0.492], [0.070, -2.196, -0.948], [0.209, 1.664, 1.567], [-0.135, -0.284, -0.235], [0.498, -0.179, -0.382], [-0.272, 0.595, 1.045], [0.160, 0.099, -0.114], [0.775, -0.787, 0.288], [1.812, -0.513, 0.741], [0.052, 0.736, -1.442], [-0.847, -0.280, 0.822], [0.282, 0.345, -1.351], [0.371, 0.159, 0.460], [0.394, 0.579, -0.403], [-0.770, -0.704, 0.431], [-0.342, -0.094, 0.706], [-0.786, 0.345, -0.314], [0.267, -0.197, 0.216], [-0.345, -0.057, -0.094], [-0.151, -0.305, 0.269], [0.027, 0.745, -0.601], [-0.826, 0.126, 0.216], [0.643, 0.049, 0.056], [2.704, 2.245, 1.241], [-2.224, -2.111, -1.395], [-0.247, -0.490, -0.390], [0.026, -0.497, 0.488], [-0.252, -0.149, 0.271], [-0.172, 0.431, 0.108], [0.096, -0.314, -0.094], [0.093, 0.007, -0.084], [0.059, -0.039, 0.284], [1.401, -0.813, -0.506], [-2.183, 1.384, -0.995], [0.346, 0.327, 0.745], [-0.284, 0.321, 0.351], [2.275, -0.826, 1.156], [-0.637, -0.177, -0.465], [-0.503, -0.019, -0.002], [-0.495, 0.868, 0.552], [-0.218, -0.425, -0.634], [-0.090, -0.292, -0.138], [0.389, -0.230, -0.228], [0.274, -0.082, 0.263], [-0.828, 0.288, -0.760], [-1.186, 0.010, 0.814], [0.900, 0.122, 1.147], [1.813, 1.620, 1.839], [-1.027, -1.370, -1.592], [0.352, 0.254, -0.422], [0.290, -0.311, 0.514], [-0.168, -0.173, 0.003], [-0.426, 0.459, -0.851], [0.735, -0.137, 0.249], [-0.424, -0.589, -0.735], [0.047, -0.113, -0.075], [1.762, -0.542, -1.291], [0.436, 1.380, 0.055], [-1.461, -1.395, 0.255], [1.213, -0.550, 1.479], [-1.286, 0.835, -0.303], [-0.330, 0.410, 0.005], [-0.073, -0.013, 0.682], [-0.158, -0.499, -0.602], [0.265, 0.366, -0.116], [0.070, -0.144, 0.032], [0.126, -0.141, 0.019], [-0.554, 0.290, -0.295], [0.685, 0.340, -0.550], [-0.293, -2.480, 0.758], [1.038, 0.747, -1.819], [-1.056, 0.113, 1.781], [-0.392, -1.224, -0.415], [-0.004, -0.082, 0.356], [-0.474, 0.538, 0.819], [0.399, 0.344, 0.168], [-0.348, 0.246, -0.006], [0.643, 0.031, 0.551], [0.258, 0.408, -0.670], [-0.507, -0.028, -0.224], [0.091, -0.131, -0.032], [0.046, 0.462, 0.021], [0.181, 0.238, -0.699], [-0.241, 0.394, -0.089], [0.918, -0.351, 1.033], [-0.222, 0.016, -1.276], [0.474, 0.656, 0.750], [0.151, 0.393, 0.857], [-0.944, -0.693, -0.240], [0.850, 0.069, 0.505], [0.224, -0.277, -0.478], [-0.620, 0.133, 0.092], [-0.391, -0.489, 0.082], [0.263, -0.099, 0.375], [0.033, 0.151, -0.536], [-0.345, 0.302, -0.476], [-0.325, -0.362, -0.259], [-0.645, 0.618, -0.396], [0.526, 0.001, -0.350], [-0.037, -0.129, 0.152], [-0.583, -0.459, -0.575], [1.228, 0.929, 0.809], [-0.539, -1.742, -1.128], [-0.048, 0.876, -0.142], [-0.929, 0.077, -1.123], [1.590, -0.280, 0.710], [0.224, 0.197, -0.011], [0.233, -0.039, 0.211], [-0.223, 0.185, 0.107], [-0.258, 0.716, 0.428], [0.290, -0.371, 0.617], [-0.504, -0.004, 0.571], [0.372, -0.053, -0.432], [-0.754, 0.156, -0.598], [-0.350, -0.336, 0.141], [-0.066, 0.714, 0.149], [0.908, 1.609, 0.319], [-0.622, -1.474, 1.704], [-0.118, 1.166, -0.550], [2.503, -0.946, -0.444], [-1.068, 0.200, -0.329], [-0.565, -0.770, 1.262], [0.248, -0.056, -0.170], [-0.167, -0.024, -0.141], [-0.225, 0.179, -0.488], [-0.312, -0.049, 0.200], [-0.193, 0.453, -0.984], [0.175, -0.384, 0.316], [-0.141, -0.181, -0.203], [0.028, 0.001, -0.074], [-0.231, -0.242, -0.542], [-0.364, 0.466, 0.042], [0.409, 1.063, -0.353], [-0.380, -2.329, -0.623], [-0.296, 0.676, 1.199], [-1.964, 0.118, 0.178], [0.672, 1.244, -1.967], [-0.450, 0.170, 0.709], [0.370, 0.136, -0.342], [0.160, 0.660, 0.820], [-0.047, 0.084, 0.071], [0.623, 0.065, 0.214], [-0.052, -0.525, -0.454], [0.201, 0.062, 0.413], [0.333, -0.494, 0.569], [0.539, -0.557, 0.230], [-0.209, -0.053, -0.868], [0.124, -0.264, 0.259]],
  "lowdin_charge": [0.086, -0.284, 0.048, -0.211, 0.080, -0.309, 0.110, 0.091, -0.193, 0.071, 0.130, 0.071, 0.130, 0.042, -0.034, -0.192, -0.026, -0.355, 0.015, 0.075, 0.069, 0.091, 0.088, 0.056, 0.083, 0.133, -0.053, -0.205, -0.026, -0.327, -0.037, 0.076, 0.091, 0.086, 0.096, 0.089, 0.073, 0.134, -0.075, -0.152, -0.054, -0.239, -0.020, 0.079, 0.093, 0.091, 0.086, 0.083, 0.089, 0.115, -0.055, -0.175, -0.027, -0.346, -0.032, 0.063, 0.089, 0.066, 0.085, 0.081, 0.089, 0.132, -0.092, -0.188, 0.004, -0.327, 0.010, 0.070, 0.087, 0.092, 0.087, 0.085, 0.081, 0.122, -0.077, -0.189, -0.208, -0.124, -0.203, -0.085, 0.090, 0.060, 0.087, 0.126, 0.113, 0.093, 0.109, 0.072, 0.068, 0.090, -0.090, -0.188, -0.219, -0.163, -0.215, -0.086, 0.082, 0.083, 0.084, 0.111, 0.115, 0.108, 0.134, 0.089, 0.086, 0.055, -0.121, -0.181, -0.162, -0.206, -0.233, -0.042, 0.089, 0.073, 0.090, 0.122, 0.118, 0.121, 0.124, 0.083, 0.093, 0.073, -0.066, -0.185, -0.241, -0.114, -0.203, -0.081, 0.083, 0.084, 0.082, 0.112, 0.113, 0.118, 0.094, 0.075, 0.088, 0.055, -0.053, -0.196, -0.199, -0.159, -0.153, -0.119, 0.077, 0.083, 0.074, 0.093, 0.104, 0.105, 0.109, 0.086, 0.053, 0.074],
  "orbital_gap_ev": 7.24,
  "lumo_energy_ev": -1.304,
  "de_lowest_ev": 0.0000,
  "smiles": "O=C1C=C(O)C(=O)C=C1O.CN(C)C=O.CN(C)C=O.CN(C)C=O.CN(C)C=O.CN(C)C=O.COCCOC.COCCOC.COCCOC.COCCOC.COCCOC"
}